1.
{
  "formula": "C19H46BBr2N11O24",
  "method": "the ωB97M-V functional and the def2-TZVPD basis",
  "species": ["C", "C", "B", "O", "C", "C", "C", "O", "C", "Br", "C", "C", "Br", "H", "H", "H", "H", "H", "H", "H", "H", "H", "H", "H", "H", "H", "C", "N", "O", "O", "H", "H", "H", "C", "N", "O", "O", "H", "H", "H", "C", "N", "O", "O", "H", "H", "H", "C", "N", "O", "O", "H", "H", "H", "C", "N", "O", "O", "H", "H", "H", "C", "N", "O", "O", "H", "H", "H", "C", "N", "O", "O", "H", "H", "H", "C", "N", "O", "O", "H", "H", "H", "C", "N", "O", "O", "H", "H", "H", "C", "N", "O", "O", "H", "H", "H", "C", "N", "O", "O", "H", "H", "H"],
  "positions_angstrom": [[4.63616, 1.84369, -0.57785], [4.58888, 0.81063, 0.25499], [4.18873, -0.63562, 0.94797], [5.02397, -1.73315, 0.57371], [4.84810, -2.93354, 1.36254], [3.93098, -3.95668, 0.49270], [3.99756, -3.62504, -1.11404], [2.55039, -4.04534, 0.98388], [2.94252, -0.60561, 1.98689], [3.68184, 0.18611, 3.69858], [1.60324, 0.11656, 1.47150], [1.59506, 1.71903, 1.46281], [1.15362, -0.57962, -0.34705], [4.60536, 2.66787, -1.39267], [5.89709, -3.44420, 1.42859], [4.50661, -2.78915, 2.44678], [4.40847, -5.01810, 0.58558], [5.07681, -3.32995, -1.44550], [3.74458, -4.56280, -1.75752], [3.24243, -2.76144, -1.29413], [2.08022, -3.29445, 0.52723], [2.61622, -1.67911, 2.31000], [0.74423, -0.23057, 2.17551], [0.51807, 2.12101, 1.66653], [2.27928, 2.23593, 2.22243], [1.86513, 2.05991, 0.38196], [1.39024, 4.25695, -2.63097], [1.35222, 4.81936, -1.25541], [2.19043, 4.41596, -0.45851], [0.48191, 5.64640, -1.02135], [2.20780, 3.53962, -2.69544], [0.43395, 3.76826, -2.81279], [1.54902, 5.08496, -3.32026], [-1.81733, -2.78598, 0.42491], [-3.26170, -3.11091, 0.29297], [-4.03531, -2.55267, 1.05914], [-3.56949, -3.91559, -0.57531], [-1.69116, -2.06287, 1.23030], [-1.29101, -3.71337, 0.65327], [-1.48659, -2.36666, -0.52440], [1.52906, -2.03009, 6.92107], [1.14978, -1.28113, 5.69397], [1.33505, -1.84091, 4.62455], [0.67598, -0.16306, 5.84759], [1.92961, -3.00062, 6.62996], [2.27848, -1.44725, 7.44395], [0.62840, -2.14955, 7.52389], [-1.88071, 5.19206, -4.43975], [-0.88449, 4.94264, -5.51459], [0.22839, 4.55812, -5.17371], [-1.25132, 5.14031, -6.66438], [-1.42062, 4.97699, -3.47570], [-2.17503, 6.23994, -4.50094], [-2.72994, 4.52960, -4.61930], [3.26091, 2.46273, 7.74049], [3.89070, 1.25614, 7.14390], [4.82311, 1.43067, 6.38061], [3.42592, 0.17682, 7.46546], [3.77449, 3.34809, 7.36750], [2.21292, 2.46889, 7.43982], [3.36224, 2.38519, 8.82311], [-2.60486, -0.24310, -1.61436], [-2.68262, 1.20861, -1.92751], [-3.65491, 1.59508, -2.56040], [-1.76320, 1.91034, -1.52631], [-3.48155, -0.74022, -2.02876], [-1.69199, -0.62866, -2.06872], [-2.58108, -0.34456, -0.52942], [-4.34701, 3.09986, -8.01354], [-4.38914, 3.66108, -6.63822], [-3.55344, 3.25670, -5.83980], [-5.25880, 4.48876, -6.40508], [-3.52977, 2.38225, -8.07605], [-5.30338, 2.61199, -8.19839], [-4.18524, 3.92923, -8.70222], [5.93340, 3.60032, 2.32258], [6.52127, 4.94295, 2.57275], [7.17306, 5.44834, 1.66863], [6.30814, 5.44413, 3.66885], [6.20137, 3.28043, 1.31673], [6.34422, 2.91747, 3.06643], [4.85169, 3.69102, 2.42264], [-3.15309, -7.46446, -1.19123], [-1.94706, -7.14727, -0.38202], [-2.02112, -6.19738, 0.38708], [-0.96872, -7.86090, -0.54572], [-3.93994, -6.75268, -0.94330], [-2.87507, -7.38164, -2.24183], [-3.45883, -8.48046, -0.94115], [-2.54582, -5.98546, 3.48357], [-2.58719, -5.41905, 4.85778], [-1.75157, -5.82109, 5.65661], [-3.45700, -4.59009, 5.08739], [-1.72896, -6.70359, 3.42324], [-3.50283, -6.47383, 3.30017], [-2.38398, -5.15909, 2.79207], [-8.98632, 3.26166, -6.26476], [-8.34018, 2.07097, -6.87681], [-7.38905, 2.26912, -7.62212], [-8.80830, 0.97956, -6.58894], [-8.46902, 4.15728, -6.60720], [-10.02811, 3.27138, -6.58513], [-8.90547, 3.15955, -5.18256]],
  "forces_ev_per_a": [[-0.5465, -5.3391, 3.6130], [-0.3148, 4.9460, -5.1282], [1.7837, 0.8002, -1.0547], [-2.1292, 2.1127, 2.3517], [0.7838, -2.2134, -0.8616], [0.9614, -0.9837, -0.5360], [0.1557, -0.1402, 0.4561], [1.0075, 1.3684, -1.4314], [-1.0077, -1.6368, -0.1848], [-0.3576, -0.3200, -1.1664], [-0.2211, 0.9048, 2.5440], [-0.7563, 0.5111, -1.3224], [0.2916, 0.0815, 0.7714], [0.2242, -1.8128, 2.1667], [-1.7660, 1.0974, -0.1647], [0.1542, 0.0082, -1.7278], [-1.0987, 1.8337, 0.2384], [-2.0523, -0.2393, 0.7948], [0.0613, 1.6730, 1.3917], [1.4436, -1.4142, -0.0729], [0.4902, -1.0510, 0.6791], [0.6320, 1.9658, -0.5289], [1.5544, 0.4084, -1.4078], [1.8676, -0.9313, -0.3707], [-0.8207, -1.1658, -1.1381], [-0.2729, -0.3930, 2.1653], [0.2258, -0.1417, 0.0044], [0.0296, 0.0720, 0.3479], [-0.5536, 0.4145, -0.3018], [0.6530, -0.5842, -0.0341], [-0.1409, 0.1220, 0.1213], [0.1346, 0.1892, 0.0143], [-0.1889, -0.1407, 0.1538], [0.2569, 0.0810, 0.2129], [-0.4547, -0.0649, 0.0906], [0.3754, -0.4613, -0.6048], [0.0204, 0.6133, 0.4705], [-0.1191, -0.1082, -0.1292], [-0.0540, 0.0470, -0.1900], [0.0370, -0.2725, 0.1318], [-0.0109, -0.4442, 0.1389], [-0.0923, 0.0945, 0.0078], [-0.2880, 0.4811, 0.2753], [0.3430, -0.7409, -0.3451], [-0.1399, 0.2020, -0.0870], [-0.2245, -0.0338, -0.0285], [0.0953, 0.1194, -0.0810], [-0.0311, 0.0476, 0.4669], [0.0193, 0.0149, -0.2506], [-0.7005, 0.1877, -0.7694], [0.4709, -0.1950, 0.7580], [0.0141, 0.0854, -0.1988], [-0.0009, -0.1458, -0.0988], [0.2194, 0.3183, 0.0282], [-0.0377, 0.3960, 0.0283], [0.2470, 0.1872, -0.1586], [-0.4083, -0.3092, 0.2734], [0.4381, 0.4419, -0.1195], [-0.0180, -0.2410, -0.0006], [0.1013, -0.1279, 0.1203], [-0.1210, -0.0872, -0.1436], [-0.2068, -0.2508, -0.0562], [-0.2044, 0.4974, -0.2091], [0.7866, -0.1142, 0.4622], [-0.5994, -0.3721, -0.3279], [0.1051, 0.1846, 0.0380], [-0.0254, 0.1424, 0.1491], [0.1098, 0.1297, -0.1468], [0.1926, -0.2527, -0.2697], [-0.0765, 0.1149, 0.1207], [-0.8529, 0.0670, -0.4656], [0.7169, -0.5584, 0.0739], [-0.0952, 0.1929, 0.1412], [0.1010, 0.2157, 0.0332], [-0.1237, -0.0572, 0.1335], [-0.0008, -0.2346, -0.2484], [0.1913, 0.3695, 0.0012], [-0.3984, -0.1634, 0.7295], [0.2187, -0.2094, -0.7629], [-0.0280, 0.1348, 0.2055], [-0.1672, 0.1191, 0.0027], [0.1514, -0.0439, 0.0961], [-0.4038, 0.1262, -0.0508], [0.4237, -0.0354, 0.1372], [0.2866, -0.6417, -0.2648], [-0.6821, 0.6519, 0.2272], [0.2311, -0.0409, 0.0135], [0.0266, -0.1333, 0.1546], [0.1636, 0.0783, -0.1216], [0.1834, -0.2159, -0.1893], [0.0115, 0.1347, 0.4688], [-0.6068, 0.3845, -0.3881], [0.6573, -0.5607, -0.0536], [-0.1128, 0.1849, 0.0870], [0.0608, 0.2190, -0.0182], [-0.1638, -0.1237, 0.1038], [0.0143, 0.4104, 0.0100], [0.0829, -0.4262, -0.0807], [-0.6178, -0.3590, 0.3970], [0.4781, 0.7820, -0.3171], [0.0053, -0.2376, 0.0203], [0.1092, -0.1178, 0.1394], [-0.1060, -0.0778, -0.1536]],
  "lowdin_charge": [0.085, 0.029, -0.562, -0.028, -0.129, -0.331, -0.051, -0.094, -0.592, 0.772, -0.678, -0.159, 0.734, 0.072, 0.148, 0.134, 0.148, 0.101, 0.092, 0.062, 0.050, 0.081, 0.104, 0.101, 0.061, 0.047, 0.031, -0.425, 0.033, 0.062, 0.092, 0.080, 0.094, 0.009, -0.433, 0.068, 0.042, 0.099, 0.090, 0.052, 0.044, -0.436, 0.012, 0.044, 0.101, 0.058, 0.106, 0.055, -0.411, 0.032, 0.059, 0.083, 0.110, 0.064, 0.056, -0.426, 0.022, 0.026, 0.100, 0.105, 0.103, 0.021, -0.432, 0.072, 0.043, 0.105, 0.085, 0.089, 0.050, -0.406, 0.027, 0.063, 0.100, 0.068, 0.107, 0.031, -0.442, 0.058, 0.050, 0.072, 0.101, 0.096, 0.048, -0.421, 0.029, 0.074, 0.091, 0.105, 0.102, 0.031, -0.442, 0.057, 0.058, 0.098, 0.105, 0.080, 0.046, -0.426, 0.039, 0.071, 0.095, 0.102, 0.105],
  "smiles": "C#CB(OC[C@H](C)O)[C@@H](Br)[C@@H](C)Br.C[N+](=O)[O-].C[N+](=O)[O-].C[N+](=O)[O-].C[N+](=O)[O-].C[N+](=O)[O-].C[N+](=O)[O-].C[N+](=O)[O-].C[N+](=O)[O-].C[N+](=O)[O-].C[N+](=O)[O-].C[N+](=O)[O-]",
  "total_energy_ha": -8331.354161,
  "orbital_gap_ev": 9.60,
  "homo_ev": -9.87
}

***

2.
{
  "formula": "C19H46ClO7PS2",
  "method": "the ωB97M-V functional and the def2-TZVPD basis",
  "species": ["C", "C", "C", "C", "C", "C", "C", "C", "C", "C", "P", "Cl", "O", "C", "C", "C", "H", "H", "H", "H", "H", "H", "H", "H", "H", "H", "H", "H", "H", "H", "H", "H", "H", "H", "H", "H", "H", "H", "H", "H", "H", "H", "H", "H", "H", "H", "C", "C", "O", "S", "C", "O", "O", "H", "H", "H", "H", "H", "H", "H", "H", "C", "C", "O", "S", "C", "O", "O", "H", "H", "H", "H", "H", "H", "H", "H"],
  "positions_angstrom": [[3.78609, -1.52710, 1.74183], [4.74883, -2.44735, 0.99415], [6.09516, -1.81864, 0.66782], [6.20508, -0.91066, -0.59449], [5.23520, -1.17969, -1.74048], [3.86278, -0.50059, -1.66371], [3.88298, 0.92958, -1.14932], [2.65104, 1.72659, -1.53303], [1.34157, 1.05170, -1.11036], [0.25728, 2.07428, -0.71335], [-0.63236, 1.47400, 0.76504], [0.69329, 2.56766, 2.12779], [-1.73955, 0.59140, -0.20360], [-2.25155, -0.61945, 0.34821], [-3.68956, -0.84380, -0.13719], [-3.78424, -1.89012, -1.24536], [4.31213, -0.92942, 2.47801], [3.07735, -2.14418, 2.28842], [3.19981, -0.89845, 1.08272], [4.27250, -2.89794, 0.13040], [4.94809, -3.27189, 1.67604], [6.40670, -1.22486, 1.52172], [6.84164, -2.60355, 0.57299], [7.19999, -1.07282, -0.99858], [6.19032, 0.12646, -0.27757], [5.06993, -2.24933, -1.83668], [5.71939, -0.88384, -2.66725], [3.16724, -1.12228, -1.11274], [3.46222, -0.46948, -2.67882], [4.77164, 1.44226, -1.50924], [3.93698, 0.92087, -0.06086], [2.71001, 2.68524, -1.02461], [2.62920, 1.95290, -2.59606], [0.93910, 0.50727, -1.95686], [1.51157, 0.33471, -0.31211], [-0.45753, 2.20246, -1.51243], [0.69021, 3.03444, -0.46641], [-1.68405, 2.19589, 1.33140], [-0.16496, 0.29983, 1.35599], [-2.26242, -0.59011, 1.44102], [-1.61101, -1.43239, 0.01066], [-4.02335, 0.12173, -0.49844], [-4.30756, -1.13046, 0.70612], [-4.66880, -1.71027, -1.84062], [-3.85042, -2.87616, -0.79472], [-2.90528, -1.86716, -1.87918], [-1.86721, 3.97337, 5.90463], [-0.78314, 2.92433, 5.74702], [0.26066, 3.04992, 6.73654], [-0.06558, 2.58577, 8.22271], [1.58721, 2.60985, 8.82838], [-0.55012, 1.23937, 8.18836], [-0.81924, 3.60426, 8.88672], [-2.41992, 3.84283, 6.83385], [-2.57307, 3.90448, 5.07642], [-1.43204, 4.97253, 5.91869], [-1.19875, 1.91564, 5.77695], [-0.29268, 3.04838, 4.78464], [2.16607, 1.85433, 8.30516], [1.53580, 2.38524, 9.89133], [2.00014, 3.60265, 8.67315], [-5.59512, 0.00078, -7.14897], [-6.29897, -1.01560, -6.27168], [-5.80587, -2.35806, -6.46080], [-4.38356, -2.71772, -5.84014], [-4.48783, -4.46338, -6.04012], [-4.39605, -2.38600, -4.44775], [-3.35155, -2.21175, -6.69075], [-4.54688, 0.10668, -6.87448], [-6.07386, 0.97472, -7.04626], [-5.63284, -0.30525, -8.19431], [-6.23018, -0.74938, -5.21558], [-7.35489, -1.06625, -6.52916], [-5.28976, -4.84388, -5.41409], [-3.53019, -4.87263, -5.72656], [-4.66563, -4.68370, -7.08902]],
  "forces_ev_per_a": [[-0.2385, -0.5077, -0.1447], [0.1303, 0.1141, 0.6653], [0.0248, 0.2613, -0.6875], [0.0892, -0.5242, 0.4144], [-0.1804, 0.0909, 0.1751], [0.2258, 0.0653, -0.5819], [-0.1590, -0.2328, 0.0947], [-0.1339, 0.1454, 0.4408], [-0.2327, 0.4019, -0.4193], [-0.0110, 0.0434, 0.5756], [-0.9249, -0.5573, -1.4292], [0.3831, 0.1750, 0.4030], [0.4339, 0.0056, 0.3944], [-0.4953, 0.2776, -0.2156], [0.6492, -0.0380, -0.1902], [-0.1185, 0.2224, 0.5349], [0.0779, 0.2554, 0.0389], [-0.2132, 0.0012, 0.1032], [0.0457, 0.3478, -0.0672], [-0.0750, -0.0007, -0.2701], [0.1023, -0.2306, 0.0142], [0.0981, 0.0501, 0.2598], [0.0168, -0.2224, -0.0660], [0.2618, 0.0754, 0.0131], [-0.1925, 0.2530, -0.1226], [0.0906, -0.2683, -0.0451], [0.0652, 0.1990, -0.1554], [-0.1736, -0.0290, 0.3245], [-0.0689, -0.0967, -0.1667], [0.1669, 0.0844, -0.0813], [0.1587, 0.0586, 0.1605], [0.0711, 0.2226, 0.0577], [0.0362, -0.0835, -0.2374], [-0.0036, -0.4471, -0.0011], [0.1816, -0.0701, 0.1713], [-0.3013, 0.0008, -0.1161], [0.1027, 0.1376, 0.0269], [0.1983, 0.0405, 0.1715], [0.0659, 0.1629, 0.2231], [0.2551, 0.0723, 0.1478], [0.1316, -0.2651, 0.1758], [-0.2188, 0.1898, -0.0080], [-0.2409, -0.0049, 0.1183], [-0.1213, -0.1937, -0.2826], [-0.0081, -0.2486, -0.1114], [0.0416, 0.0779, -0.2705], [0.0097, 0.0172, 0.2786], [-0.5147, 0.0538, -0.4263], [0.0954, 0.0067, 0.1852], [0.3233, 0.1258, -0.2966], [0.0372, -0.0107, -0.0014], [-0.1611, -0.0011, 0.0770], [-0.0926, -0.0958, 0.0789], [-0.0132, -0.0206, -0.0115], [0.0662, -0.0235, -0.0615], [0.0007, 0.0033, -0.0724], [0.0869, -0.0211, 0.1517], [0.2463, -0.0416, 0.1141], [-0.0135, 0.0029, -0.0193], [-0.0445, -0.0108, 0.0006], [-0.0180, 0.0087, -0.0077], [0.2028, -0.1163, -0.0208], [-0.1649, 0.5367, 0.0605], [0.1376, -0.1682, -0.0340], [-0.3163, -0.1843, -0.1925], [-0.0342, -0.0254, 0.0046], [0.1161, 0.1114, 0.0043], [0.0826, 0.0499, 0.1145], [-0.0104, 0.0055, 0.0270], [-0.0768, -0.0320, 0.0147], [-0.0557, 0.0255, -0.0060], [0.0905, -0.1021, 0.0092], [0.0120, -0.1849, -0.0156], [-0.0082, 0.0192, -0.0005], [0.0186, 0.0398, 0.0173], [0.0050, 0.0204, -0.0071]],
  "lowdin_charge": [-0.095, -0.261, -0.199, -0.194, -0.206, -0.214, -0.222, -0.206, -0.238, -0.335, 0.571, 0.102, -0.419, -0.302, -0.227, -0.109, 0.076, 0.069, 0.037, 0.094, 0.100, 0.100, 0.100, 0.099, 0.092, 0.104, 0.105, 0.090, 0.115, 0.116, 0.107, 0.103, 0.116, 0.114, 0.081, 0.085, 0.047, 0.023, 0.021, 0.098, 0.113, 0.103, 0.099, 0.056, 0.073, 0.071, -0.072, -0.255, -0.263, 0.566, -0.124, -0.277, -0.277, 0.069, 0.079, 0.085, 0.115, 0.066, 0.074, 0.076, 0.075, -0.073, -0.252, -0.264, 0.571, -0.120, -0.277, -0.272, 0.071, 0.081, 0.085, 0.114, 0.121, 0.075, 0.077, 0.075],
  "smiles": "CCCCCCCCCC[PH2](Cl)OCCC.CCOS(C)(=O)=O.CCOS(C)(=O)=O",
  "total_energy_ha": -2876.097973,
  "orbital_gap_ev": 10.46,
  "homo_ev": -9.87
}